1.
C30H66AgF9N3O12 as an isolated structure in a non-equilibrium geometry. Source: OMol25; level of theory: the ωB97M-V functional and the def2-TZVPD basis.

Its total charge is +1. The HOMO energy is -7.92 eV. The total energy comes out at -89653.044 eV. The gap between HOMO and LUMO is 0.1525 Eh. Its energy above the lowest of the compared OMol25 structures with the same formula, charge and spin is 11.521 eV. The calculation puts the LUMO energy at -3.77 eV.

XYZ file:
```
121
C30H66AgF9N3O12 the ωB97M-V functional and the def2-TZVPD basis
Ag 0.142 0.037 -1.326
C 4.958 -1.710 -1.683
O 5.803 -1.656 -0.472
O 4.259 -0.490 -1.639
C 5.843 -2.050 -2.978
F 6.735 -3.005 -2.722
F 5.006 -2.608 -3.833
F 6.497 -1.060 -3.463
C 5.854 -2.766 0.395
C 6.870 -2.577 1.519
H 6.611 -1.922 2.351
H 7.078 -3.549 1.966
H 7.748 -2.122 1.061
H 6.415 -3.539 -0.130
H 4.950 -3.236 0.783
H 4.254 -2.517 -1.482
C -3.013 4.581 -0.046
O -3.853 4.665 -1.217
O -2.019 3.631 -0.323
C -2.560 6.020 0.441
F -3.638 6.763 0.783
F -1.867 5.907 1.587
F -1.812 6.804 -0.440
C -5.034 3.756 -1.350
C -5.766 4.176 -2.585
H -6.485 3.364 -2.691
H -6.124 5.194 -2.739
H -5.218 3.926 -3.493
H -5.658 3.666 -0.461
H -4.653 2.791 -1.684
H -3.676 4.231 0.746
C -1.448 -3.873 -3.135
O -1.949 -2.724 -3.782
O -1.227 -3.395 -1.855
C -2.339 -5.191 -3.298
F -2.244 -6.177 -2.389
F -3.622 -5.082 -3.429
F -1.983 -5.765 -4.517
C -2.371 -2.843 -5.130
C -3.466 -1.760 -5.197
H -4.403 -2.070 -4.735
H -3.092 -0.947 -4.574
H -3.785 -1.546 -6.217
H -2.946 -3.707 -5.460
H -1.650 -2.507 -5.875
H -0.574 -4.004 -3.772
C 4.597 -6.799 1.796
O 3.398 -6.385 2.514
C 2.213 -6.350 1.801
C 0.909 -6.348 2.676
N 0.684 -4.892 3.112
H 0.674 -4.279 2.310
H -0.231 -4.899 3.539
C 1.640 -4.387 4.203
C 1.382 -2.877 4.399
O 1.710 -2.245 3.191
C 1.793 -0.820 3.218
H 4.623 -6.559 0.733
H 4.617 -7.884 1.903
H 5.459 -6.344 2.283
H 2.234 -7.199 1.117
H 2.212 -5.443 1.197
H 0.913 -6.930 3.597
H 0.046 -6.703 2.113
H 2.642 -4.729 3.945
H 1.306 -4.883 5.114
H 1.896 -2.566 5.308
H 0.362 -2.674 4.727
H 2.118 -0.485 2.233
H 2.579 -0.561 3.927
H 0.833 -0.322 3.348
C 3.860 8.948 -3.277
O 3.138 7.701 -3.249
C 3.358 6.946 -2.049
C 3.514 5.435 -2.325
N 2.300 4.734 -2.977
H 2.485 3.752 -3.125
H 1.522 4.702 -2.334
C 1.821 5.206 -4.397
C 0.661 4.265 -4.784
O 0.971 2.890 -4.616
C 1.800 2.377 -5.631
H 3.352 9.722 -2.702
H 3.961 9.156 -4.343
H 4.815 8.888 -2.754
H 2.539 7.034 -1.335
H 4.108 7.420 -1.415
H 3.369 4.930 -1.370
H 4.455 5.079 -2.746
H 2.712 5.241 -5.024
H 1.528 6.251 -4.293
H 0.124 4.455 -5.714
H -0.138 4.551 -4.100
H 2.230 1.382 -5.513
H 2.663 2.958 -5.956
H 1.218 2.332 -6.552
C -5.875 -1.850 0.826
O -5.722 -1.164 2.141
C -4.383 -0.944 2.477
C -4.076 -0.136 3.771
N -4.680 -0.877 4.955
H -5.632 -1.022 4.649
H -4.261 -1.796 4.972
C -4.603 -0.122 6.296
C -3.122 0.056 6.842
O -2.248 0.641 5.959
C -2.373 2.033 5.666
H -5.606 -2.903 0.906
H -5.275 -1.363 0.058
H -6.937 -1.903 0.586
H -3.814 -0.457 1.685
H -3.835 -1.875 2.620
H -4.547 0.846 3.758
H -2.986 -0.121 3.781
H -5.135 -0.668 7.075
H -5.215 0.774 6.189
H -2.671 -0.874 7.187
H -3.141 0.700 7.721
H -1.565 2.580 6.152
H -3.354 2.440 5.910
H -2.470 2.101 4.582
```

2.
A 2-piece molecular cluster, C3H9N3 overall in a non-equilibrium geometry. Source: OMol25; level of theory: the ωB97M-V functional and the def2-TZVPD basis.

The HOMO energy is -7.86 eV. The total energy comes out at -7720.972 eV. The gap between HOMO and LUMO is 0.3092 Eh. Its energy above the lowest of the compared OMol25 structures with the same formula, charge and spin is 6.602 eV. The calculation puts the LUMO energy at 0.56 eV.

XYZ file:
```
15
C3H9N3 the ωB97M-V functional and the def2-TZVPD basis
C 0.441 -0.485 -0.145
N -0.354 0.536 -0.117
N -0.443 1.475 -1.108
N -1.211 -2.288 -1.003
C 0.602 0.440 1.365
C 1.279 1.545 1.642
H -1.379 1.467 -1.496
H 0.233 1.381 -1.865
H -2.052 -2.200 -0.437
H -1.017 -3.279 -1.113
H 1.048 -0.625 -1.041
H -0.360 -1.853 -0.335
H 0.319 -0.268 2.130
H 1.507 2.259 0.865
H 1.387 1.894 2.657
```

3.
C3H6O as an isolated structure in a non-equilibrium geometry. Source: OMol25; level of theory: the ωB97M-V functional and the def2-TZVPD basis.

The HOMO energy is -9.64 eV. The total energy comes out at -5252.748 eV. The gap between HOMO and LUMO is 0.3845 Eh. Its energy above the lowest of the compared OMol25 structures with the same formula, charge and spin is 2.946 eV. The calculation puts the LUMO energy at 0.82 eV.

XYZ file:
```
10
C3H6O the ωB97M-V functional and the def2-TZVPD basis
C -1.266 0.299 0.237
C 0.061 -0.449 0.058
C 1.312 0.231 -0.135
O 1.557 1.367 -0.491
H -1.416 0.594 1.296
H -2.131 -0.318 -0.024
H -1.292 1.225 -0.342
H 0.116 -1.431 0.518
H 0.962 -0.895 -0.934
H 2.099 -0.622 -0.182
```